1.
Entry from OMol25: a molecular structure, C44H39BrN4O5P2SSn at a distorted geometry (the ωB97M-V functional and the def2-TZVPD basis).

## Properties
largest force on an atom = 1.1 eV/Å
HOMO energy = -12.828 eV
total energy = -167732.4539 eV
energy relative to the best compared isomer or geometry (same formula, charge and spin) = 0.397 eV
LUMO energy = -6.16 eV

```
! RIJCOSX wB97M-V def2-TZVPD def2/J DEFGRID3
* xyz 2 1
Sn -0.626 0.427 0.296
O 0.083 -1.516 -0.941
N 0.871 -2.061 -1.807
C 0.509 -3.231 -2.370
C 1.354 -3.919 -3.214
C 2.603 -3.400 -3.526
C 2.953 -2.176 -2.984
C 2.070 -1.503 -2.156
S 2.496 0.053 -1.458
H -0.474 -3.590 -2.106
H 1.032 -4.867 -3.621
H 3.276 -3.927 -4.186
H 3.910 -1.719 -3.188
C 0.560 -2.547 4.192
N 0.353 -1.716 3.004
P 1.659 -0.944 2.248
C 2.574 -0.227 3.652
C 2.203 1.071 4.005
C 2.837 1.723 5.050
C 3.855 1.082 5.742
C 4.222 -0.213 5.403
C 3.586 -0.871 4.362
C 2.752 -2.324 1.720
C 2.223 -3.580 1.422
C 3.044 -4.587 0.939
C 4.394 -4.343 0.725
C 4.925 -3.088 0.983
C 4.108 -2.079 1.473
P -1.124 -1.821 2.131
C -1.438 -3.618 2.088
C -1.789 -4.354 3.218
C -1.924 -5.730 3.123
C -1.745 -6.371 1.904
C -1.444 -5.637 0.766
C -1.287 -4.264 0.863
C -2.343 -1.222 3.331
C -3.681 -1.546 3.098
C -4.670 -1.019 3.909
C -4.328 -0.168 4.952
C -3.002 0.173 5.172
C -2.006 -0.344 4.357
H 1.364 -2.127 4.794
H 0.819 -3.578 3.941
H -0.346 -2.551 4.796
H 1.410 1.565 3.453
H 2.550 2.729 5.320
H 4.365 1.590 6.549
H 5.009 -0.717 5.948
H 3.873 -1.881 4.102
H 1.171 -3.773 1.596
H 2.634 -5.569 0.742
H 5.039 -5.138 0.374
H 5.979 -2.901 0.824
H 4.528 -1.109 1.714
H -1.973 -3.855 4.160
H -2.176 -6.306 4.002
H -1.858 -7.444 1.839
H -1.344 -6.143 -0.186
H -1.071 -3.654 -0.004
H -3.930 -2.211 2.278
H -5.707 -1.266 3.729
H -5.100 0.234 5.593
H -2.743 0.845 5.979
H -0.968 -0.076 4.517
Br -4.854 1.190 -7.465
C -3.892 1.091 -5.840
C -4.445 0.424 -4.755
C -3.722 0.318 -3.582
C -2.449 0.882 -3.485
C -1.915 1.556 -4.580
C -2.629 1.664 -5.757
C -1.709 0.769 -2.212
O -2.323 0.310 -1.191
O -0.488 1.090 -2.124
H -5.432 -0.009 -4.834
H -4.129 -0.218 -2.738
H -0.933 2.003 -4.491
H -2.220 2.186 -6.610
O 5.177 3.444 -1.341
C 5.343 3.907 -2.665
N 4.357 4.888 -3.050
C 3.105 4.709 -3.539
O 2.391 5.623 -3.880
C 2.556 3.303 -3.663
C 1.714 3.032 -4.744
C 1.094 1.799 -4.829
C 1.286 0.867 -3.829
N 2.101 1.142 -2.805
C 2.724 2.335 -2.702
H 5.512 4.094 -0.715
H 5.256 3.025 -3.300
H 6.331 4.346 -2.810
H 4.606 5.864 -2.959
H 1.555 3.793 -5.496
H 0.454 1.557 -5.664
H 0.789 -0.090 -3.841
H 3.360 2.467 -1.834
*
```

2.
Entry from OMol25: 8 unconnected molecules or ions with the total composition C44H39N7O18S at a distorted geometry (the ωB97M-V functional and the def2-TZVPD basis).

## Properties
largest force on an atom = 4.3 eV/Å
HOMO energy = -9.751 eV
total energy = -104358.4215 eV
energy relative to the best compared isomer or geometry (same formula, charge and spin) = 2.227 eV
LUMO energy = -1.13 eV

```
! RIJCOSX wB97M-V def2-TZVPD def2/J DEFGRID3
* xyz 0 1
C 6.059 -1.508 4.812
C 6.539 -0.169 5.385
O 5.869 0.076 6.537
S 4.832 -1.097 6.992
O 3.510 -0.585 7.304
O 5.390 -2.092 7.919
O 4.790 -1.716 5.463
H 6.773 -2.300 5.039
H 5.798 -1.474 3.754
H 6.338 0.646 4.690
H 7.607 -0.040 5.561
C -2.369 -7.367 -0.837
C -1.966 -6.225 -1.489
C -1.228 -5.286 -0.799
C -0.872 -5.418 0.537
C -1.368 -6.495 1.251
C -2.027 -7.539 0.513
N 0.025 -4.375 1.148
O 0.592 -4.668 2.174
O 0.255 -3.406 0.491
H -2.863 -8.178 -1.351
H -2.261 -5.972 -2.497
H -1.006 -4.374 -1.333
H -1.257 -6.705 2.305
H -2.346 -8.420 1.049
C -0.325 1.699 0.559
C -0.098 0.327 0.735
C 0.978 -0.203 1.392
C 1.791 0.765 2.118
C 1.412 2.107 2.128
C 0.397 2.591 1.335
N 2.950 0.240 2.904
O 3.600 1.074 3.551
O 3.203 -0.906 2.809
H -1.206 2.049 0.042
H -0.714 -0.479 0.363
H 1.232 -1.245 1.512
H 1.947 2.832 2.723
H 0.118 3.632 1.399
C -4.273 -3.939 0.236
C -5.674 -3.793 -0.047
C -6.229 -2.531 -0.106
C -5.416 -1.421 0.176
C -4.111 -1.551 0.702
C -3.526 -2.811 0.624
N -5.972 -0.072 -0.021
O -7.067 0.067 -0.534
O -5.259 0.919 0.234
H -3.794 -4.907 0.261
H -6.309 -4.639 -0.265
H -7.265 -2.377 -0.369
H -3.517 -0.713 1.033
H -2.453 -2.849 0.738
C 2.117 9.645 -1.164
C 2.667 9.881 0.087
C 2.430 9.009 1.187
C 1.794 7.748 0.984
C 1.253 7.481 -0.311
C 1.293 8.502 -1.334
N 1.625 6.800 2.100
O 0.996 5.780 1.852
O 2.202 7.032 3.184
H 2.298 10.379 -1.936
H 3.044 10.884 0.219
H 2.736 9.209 2.204
H 0.813 6.499 -0.406
H 0.885 8.206 -2.289
C -4.593 5.314 -1.102
C -4.080 4.059 -1.427
C -4.090 3.556 -2.721
C -4.680 4.283 -3.758
C -5.175 5.555 -3.438
C -5.216 6.037 -2.117
N -4.497 3.813 -5.162
O -3.752 2.829 -5.414
O -5.047 4.467 -5.993
H -4.549 5.568 -0.053
H -3.687 3.409 -0.660
H -3.742 2.558 -2.944
H -5.594 6.157 -4.230
H -5.643 6.982 -1.813
C 3.949 -5.059 1.969
C 3.553 -6.236 1.343
C 3.192 -6.129 -0.018
C 3.262 -4.902 -0.757
C 3.705 -3.762 -0.065
C 4.042 -3.855 1.256
N 2.656 -4.798 -2.099
O 2.100 -5.836 -2.536
O 2.470 -3.655 -2.668
H 4.303 -5.144 2.985
H 3.553 -7.178 1.872
H 2.868 -7.025 -0.526
H 3.689 -2.803 -0.561
H 4.365 -2.992 1.818
C 1.789 -0.286 -4.812
C 0.695 0.041 -5.643
C -0.553 0.155 -4.993
C -0.674 -0.046 -3.619
C 0.463 -0.404 -2.866
C 1.645 -0.650 -3.515
N -2.059 0.145 -3.027
O -3.015 -0.156 -3.726
O -2.161 0.585 -1.906
H 2.745 -0.339 -5.313
H 0.825 0.516 -6.604
H -1.389 0.476 -5.596
H 0.422 -0.461 -1.789
H 2.517 -1.022 -2.997
*
```